Computed, not measured: a gas-phase ion, C4H10N3O (charge +1) at a distorted geometry, with wB97M-V/def2-TZVPD.

```
18
Properties=species:S:1:pos:R:3:nbo_charge:R:1
C 1.260 1.277 -0.004 0.279
C 0.426 -0.642 1.417 -0.309
C 1.045 -0.080 0.220 -0.360
C -0.911 0.102 -0.939 0.353
N -1.583 -0.247 0.167 -0.417
N -0.748 -0.588 -2.068 -0.755
N -0.867 -1.183 1.011 -0.438
O 0.916 2.267 0.752 -0.622
H 1.759 1.436 -0.907 0.201
H 1.040 -1.570 1.805 0.260
H 0.279 -0.076 2.339 0.217
H 1.491 -0.768 -0.435 0.237
H -0.822 1.149 -1.193 0.218
H -1.847 0.517 0.697 0.392
H -0.796 -0.062 -3.036 0.452
H -0.595 -1.565 -2.074 0.411
H -0.737 -2.066 0.577 0.367
H 0.691 2.099 1.673 0.514
```

## Properties
Spin multiplicity: 1
Orbital gap, hartree: 0.3481
Total energy, eV: -10818.268
Relative energy (zero: lowest compared OMol25 entry of this formula, charge and spin), kcal/mol: 72.3
HOMO energy, eV: -13.5
Net charge: +1


Computed, not measured: a molecular structure, C8H32HgO8 at a distorted geometry, with wB97M-V/def2-TZVPD.

```
49
Properties=species:S:1:pos:R:3:nbo_charge:R:1
Hg 12.477 24.595 10.439 1.028
C 8.019 25.381 13.042 -0.263
O 8.630 24.998 11.864 -0.668
H 7.768 26.439 12.971 0.190
H 7.093 24.858 13.280 0.187
H 8.674 25.165 13.886 0.186
H 7.853 24.795 11.337 0.481
C 11.831 21.314 14.340 -0.251
O 12.347 21.452 13.060 -0.663
H 11.997 22.233 14.902 0.188
H 10.773 21.064 14.260 0.191
H 12.372 20.489 14.804 0.194
H 12.574 20.571 12.751 0.483
C 17.274 26.699 8.279 -0.265
O 16.251 26.830 9.308 -0.682
H 17.453 27.668 7.812 0.196
H 18.215 26.312 8.669 0.195
H 16.897 26.114 7.440 0.193
H 16.561 27.443 9.979 0.479
C 15.573 25.270 14.358 -0.265
O 14.289 25.640 13.821 -0.688
H 16.289 25.023 13.574 0.192
H 15.988 26.073 14.967 0.199
H 15.545 24.383 14.991 0.189
H 13.752 26.002 14.529 0.483
C 12.510 27.032 5.900 -0.255
O 11.878 25.961 6.553 -0.663
H 13.267 26.636 5.222 0.189
H 11.725 27.470 5.283 0.203
H 12.999 27.722 6.588 0.198
H 11.486 25.360 5.915 0.484
C 11.881 29.877 11.648 -0.253
O 11.493 28.737 10.924 -0.677
H 11.154 30.661 11.437 0.189
H 11.856 29.696 12.722 0.193
H 12.894 30.170 11.371 0.193
H 10.759 28.964 10.347 0.484
C 16.086 21.282 8.656 -0.259
O 14.934 22.052 8.331 -0.674
H 16.381 20.661 7.810 0.198
H 16.920 21.938 8.903 0.195
H 15.870 20.705 9.555 0.190
H 14.483 21.628 7.597 0.483
C 8.566 20.388 9.412 -0.267
O 9.597 21.291 8.907 -0.695
H 8.699 19.374 9.036 0.192
H 8.659 20.294 10.494 0.188
H 7.570 20.750 9.159 0.187
H 9.455 21.238 7.959 0.471
```

## Properties
Spin multiplicity: 1
Orbital gap, hartree: 0.0945
Total energy, eV: -29343.551
Relative energy (zero: lowest compared OMol25 entry of this formula, charge and spin), kcal/mol: 195.2
HOMO energy, eV: -15.2
Net charge: +2


Computed, not measured: 2 unconnected molecules or ions with the total composition C3H6BrNO2 at a distorted geometry, with wB97M-V/def2-TZVPD.

```
13
Properties=species:S:1:pos:R:3:nbo_charge:R:1
C -1.359 -0.390 -1.328 -0.289
C -0.477 -0.683 1.008 -0.693
C -0.619 -0.063 -0.288 0.052
N 0.062 1.199 -0.417 0.513
O -0.117 1.812 -1.455 -0.369
O 0.829 1.460 0.502 -0.399
Br 3.248 -0.502 0.720 -0.202
H -1.981 -1.285 -1.363 0.211
H 2.829 0.733 0.344 0.207
H -1.269 0.170 -2.163 0.225
H 0.592 -0.607 1.399 0.270
H -0.818 -1.682 1.118 0.234
H -0.920 -0.162 1.922 0.241
```

## Properties
Spin multiplicity: 1
Orbital gap, hartree: 0.3586
Total energy, eV: -78831.916
Relative energy (zero: lowest compared OMol25 entry of this formula, charge and spin), kcal/mol: 87.3
HOMO energy, eV: -10.5
Net charge: 0


Computed, not measured: a molecular structure, C47H43Cl2N2O8Tl, with wB97M-V/def2-TZVPD.

```
103
Properties=species:S:1:pos:R:3:mulliken_charge:R:1
Tl 0.902 0.648 -0.318 1.563
C 0.934 -5.589 2.052 -1.920
C 1.002 -4.112 1.728 1.733
C 2.238 -3.434 2.313 -1.532
O 0.967 -3.964 0.327 -0.464
C 0.398 -2.665 0.106 -2.543
C -0.660 -2.561 1.215 0.112
O -0.167 -3.478 2.211 -0.579
C -0.865 -1.119 1.816 2.468
O 0.281 -0.376 1.760 -1.305
C -2.036 -0.431 1.056 -0.596
C -1.972 0.949 0.880 -0.795
C -2.940 1.650 0.176 -0.817
C -4.044 0.976 -0.330 -0.905
C -4.157 -0.390 -0.117 -1.073
C -3.166 -1.085 0.567 0.668
C -1.292 -1.294 3.300 -0.594
C -2.604 -1.378 3.746 -0.139
C -2.899 -1.508 5.102 -0.941
C -1.880 -1.555 6.038 -0.473
C -0.560 -1.467 5.602 -0.837
C -0.275 -1.333 4.255 -0.476
C -0.027 -2.451 -1.368 2.534
O -0.116 -1.104 -1.607 -0.501
C -1.362 -3.156 -1.656 -0.008
C -1.605 -4.486 -1.308 0.050
C -2.829 -5.080 -1.583 -1.019
C -3.830 -4.357 -2.224 -0.753
C -3.593 -3.036 -2.575 -0.598
C -2.370 -2.441 -2.286 -0.386
C 1.079 -3.040 -2.286 0.162
C 2.323 -2.406 -2.261 -0.068
C 3.345 -2.779 -3.116 -0.712
C 3.147 -3.812 -4.029 -0.677
C 1.917 -4.449 -4.068 -0.812
C 0.893 -4.064 -3.204 -0.583
H 1.774 -6.106 1.584 0.362
H 0.000 -5.996 1.664 0.436
H 0.971 -5.741 3.131 0.367
H 3.141 -3.840 1.854 0.354
H 2.272 -3.594 3.392 0.408
H 2.185 -2.360 2.126 0.162
H 1.158 -1.910 0.308 1.179
H -1.614 -2.959 0.877 0.469
H -1.128 1.474 1.306 1.038
H -2.814 2.712 0.001 0.372
H -4.798 1.508 -0.899 0.373
H -5.007 -0.934 -0.514 0.421
H -3.287 -2.154 0.689 0.480
H -3.420 -1.332 3.035 0.338
H -3.934 -1.560 5.422 0.416
H -2.107 -1.645 7.094 0.362
H 0.249 -1.490 6.324 0.383
H 0.743 -1.226 3.907 0.365
H -0.826 -5.050 -0.809 0.606
H -3.003 -6.111 -1.295 0.411
H -4.787 -4.820 -2.438 0.358
H -4.373 -2.455 -3.055 0.446
H -2.175 -1.399 -2.506 0.165
H 2.485 -1.572 -1.590 0.108
H 4.283 -2.239 -3.085 0.461
H 3.939 -4.103 -4.709 0.358
H 1.741 -5.246 -4.782 0.402
H -0.063 -4.568 -3.270 0.359
N 0.873 0.675 -3.618 0.564
C 1.844 1.257 -4.569 -0.717
C 3.250 1.281 -3.887 0.571
O 4.123 1.905 -4.498 -0.824
O 3.290 0.647 -2.804 -0.500
H 0.242 -0.038 -3.968 0.355
H 0.311 1.418 -3.112 0.341
H 1.498 0.235 -2.911 -0.368
H 1.547 2.267 -4.841 0.345
H 1.910 0.647 -5.469 0.326
Cl -1.239 7.903 0.375 -0.248
C -0.985 6.795 1.696 0.537
C -1.630 7.056 2.887 -0.544
C -1.428 6.221 3.976 -0.396
C -0.611 5.115 3.831 -0.908
C 0.008 4.843 2.619 1.005
Cl 0.830 3.326 2.491 0.036
C -0.122 5.694 1.511 -1.041
N 0.462 5.504 0.281 0.010
C 1.722 4.968 0.017 0.617
C 2.766 5.142 0.926 -0.372
C 4.020 4.610 0.684 -0.557
C 4.257 3.913 -0.491 -1.032
C 3.237 3.796 -1.423 -0.189
C 1.969 4.330 -1.209 0.012
C 0.981 4.283 -2.357 -0.368
C -0.438 3.726 -2.103 0.524
O -1.318 4.518 -1.714 -0.844
O -0.585 2.499 -2.335 -0.810
H -2.280 7.918 2.952 0.401
H -1.925 6.414 4.917 0.363
H -0.477 4.411 4.641 0.431
H -0.206 5.507 -0.502 0.432
H 2.573 5.687 1.843 0.469
H 4.805 4.734 1.420 0.364
H 5.223 3.465 -0.687 0.437
H 3.420 3.259 -2.348 0.190
H 1.438 3.668 -3.132 -0.105
H 0.864 5.295 -2.763 0.352
```

## Properties
Spin multiplicity: 1
Orbital gap, hartree: 0.2486
Total energy, eV: -98539.963
Relative energy (zero: lowest compared OMol25 entry of this formula, charge and spin), kcal/mol: 1.2
HOMO energy, eV: -2.7
Net charge: -2


Computed, not measured: 2 unconnected molecules or ions with the total composition C5H11O2 at a distorted geometry, with wB97M-V/def2-TZVPD.

```
18
Properties=species:S:1:pos:R:3:nbo_charge:R:1
C -0.966 -0.762 -1.369 -0.615
O -3.145 1.305 0.247 -0.026
C -1.072 -0.749 0.171 -0.395
C -0.364 0.514 0.727 -0.387
C 1.010 0.928 0.221 -0.393
C 2.063 -0.167 0.488 -0.119
O 3.238 0.267 -0.025 -0.272
H -1.586 -1.563 -1.776 0.211
H -1.293 0.170 -1.819 0.207
H 0.059 -0.972 -1.681 0.201
H -0.686 -1.700 0.532 0.206
H -2.111 -0.545 0.417 0.206
H -0.258 0.417 1.812 0.204
H -1.099 1.300 0.525 0.208
H 1.052 1.114 -0.853 0.211
H 1.311 1.843 0.728 0.219
H 2.158 -0.278 1.578 0.181
H 1.689 -1.120 0.079 0.153
```

## Properties
Spin multiplicity: 2
<S²>: 1.7571
Orbital gap (spin up / spin down), hartree: 0.3195 / 0.3064
Total energy, eV: -9451.508
Relative energy (zero: lowest compared OMol25 entry of this formula, charge and spin), kcal/mol: 113.9
HOMO energy (spin up / spin down), eV: -10.0 / -10.6
Net charge: 0


Computed, not measured: C23H36N4O2 in the gas phase at a distorted geometry, with wB97M-V/def2-TZVPD.

```
65
Properties=species:S:1:pos:R:3:nbo_charge:R:1
C 2.227 0.155 -5.939 -0.633
C 1.874 -0.594 -4.692 0.010
C 1.115 -0.002 -3.689 -0.206
C 0.770 -0.704 -2.553 -0.193
C 1.182 -2.025 -2.377 -0.024
C 1.951 -2.618 -3.380 -0.196
C 2.283 -1.912 -4.519 -0.218
H 2.871 -2.390 -5.289 0.212
H 2.271 -3.644 -3.282 0.211
C 0.810 -2.770 -1.178 0.241
N -0.267 -2.434 -0.575 -0.276
N -0.685 -3.093 0.535 -0.283
C 0.112 -3.908 1.294 0.671
O -0.307 -4.505 2.259 -0.585
C 1.560 -3.941 0.842 -0.490
C 1.662 -3.906 -0.679 -0.470
H 2.701 -3.785 -0.988 0.235
H 1.284 -4.844 -1.101 0.231
H 2.035 -4.828 1.261 0.245
H 2.050 -3.060 1.269 0.233
C -2.055 -2.827 0.938 -0.318
H -2.729 -3.077 0.113 0.214
H -2.267 -3.465 1.798 0.270
C -2.287 -1.362 1.339 0.665
O -2.751 -1.043 2.411 -0.617
N -1.978 -0.497 0.352 -0.634
H -1.453 -0.874 -0.431 0.423
C -1.971 0.929 0.566 -0.256
H -2.270 1.422 -0.362 0.193
H -2.706 1.142 1.345 0.228
C -0.578 1.420 1.027 -0.213
N -0.520 2.772 1.530 -0.465
C -1.244 2.966 2.779 -0.214
C -0.464 3.874 3.741 -0.217
C -1.303 4.162 4.982 -0.604
H -2.231 4.664 4.715 0.205
H -0.755 4.799 5.672 0.208
H -1.551 3.235 5.493 0.203
C 0.859 3.216 4.120 -0.609
H 1.456 3.882 4.739 0.205
H 0.678 2.299 4.676 0.199
H 1.420 2.974 3.223 0.219
H -0.247 4.820 3.234 0.189
H -2.243 3.394 2.602 0.175
H -1.381 1.997 3.261 0.206
C -0.812 3.809 0.554 -0.212
C 0.245 3.925 -0.551 -0.207
C 1.629 4.126 0.055 -0.612
H 1.661 5.057 0.617 0.201
H 1.861 3.311 0.734 0.221
H 2.388 4.165 -0.723 0.204
C -0.112 5.084 -1.479 -0.604
H 0.617 5.167 -2.281 0.208
H -1.095 4.938 -1.922 0.206
H -0.122 6.022 -0.928 0.202
H 0.250 3.005 -1.145 0.184
H -0.831 4.757 1.096 0.197
H -1.807 3.674 0.095 0.166
H 0.131 1.326 0.200 0.187
H -0.240 0.758 1.829 0.205
H 0.191 -0.228 -1.777 0.213
H 0.793 1.024 -3.802 0.211
H 3.215 -0.127 -6.295 0.219
H 1.509 -0.079 -6.726 0.225
H 2.203 1.229 -5.769 0.218
```

## Properties
Spin multiplicity: 1
Orbital gap, hartree: 0.3054
Total energy, eV: -34491.351
Relative energy (zero: lowest compared OMol25 entry of this formula, charge and spin), kcal/mol: 47.1
HOMO energy, eV: -8.1
Net charge: 0